No. 1
{
  "formula": "C34H37FN6O5OsS2",
  "method": "ωB97M-V/def2-TZVPD",
  "elements": ["F", "C", "H", "H", "O", "C", "C", "H", "H", "C", "C", "C", "H", "S", "C", "C", "H", "N", "H", "C", "C", "C", "H", "H", "H", "H", "H", "C", "H", "C", "C", "H", "H", "C", "C", "C", "C", "N", "H", "H", "N", "C", "C", "O", "H", "S", "O", "H", "C", "H", "H", "N", "N", "C", "H", "O", "H", "H", "C", "C", "H", "H", "C", "C", "N", "C", "C", "H", "H", "H", "C", "H", "C", "H", "O", "Os", "C", "H", "C", "H", "C", "H", "H", "H", "H", "C"],
  "xyz": [[0.434, -2.954, 5.738], [-0.440, -6.788, 6.171], [4.724, 4.110, 2.028], [0.243, -6.786, 3.386], [2.193, -1.643, 0.805], [6.403, -3.519, -0.308], [0.325, -5.040, 4.607], [0.702, -8.563, -0.646], [1.751, -8.442, 1.673], [-0.069, -5.021, 2.206], [3.673, 4.098, 1.733], [-0.456, -2.866, 1.025], [4.000, 4.007, -0.400], [1.668, 1.197, 1.142], [-0.443, -4.990, -0.127], [-0.550, -0.571, -5.318], [2.609, -0.667, -4.095], [0.571, -5.818, 5.772], [-0.547, -5.553, -1.044], [4.251, -2.531, 0.102], [5.637, -2.421, 0.047], [-0.557, -3.009, -1.548], [2.558, -3.799, -0.183], [-0.185, -8.402, 7.635], [5.172, 0.767, -1.759], [6.743, 1.585, -1.692], [3.102, 3.564, 2.492], [3.329, 0.976, 0.566], [-2.205, 0.121, -4.136], [3.494, 3.428, 0.374], [3.640, -3.745, -0.211], [3.317, 5.127, 1.690], [-0.653, -7.753, 1.288], [0.132, -7.103, 0.918], [0.016, -2.948, 3.440], [5.678, 1.690, -1.481], [0.171, -5.708, 3.399], [-0.185, -5.697, 1.006], [0.991, -6.490, 8.711], [2.132, -7.359, 6.175], [0.960, 0.024, -3.105], [1.186, -5.199, 6.941], [0.264, -3.644, 4.590], [-0.620, -1.627, 1.070], [2.663, -6.140, 8.257], [-1.059, 0.840, -1.593], [-1.168, -3.538, -2.460], [7.481, -3.433, -0.360], [-1.139, -0.042, -4.192], [1.318, -1.239, -6.171], [3.934, -5.775, -0.841], [4.047, 2.079, 0.342], [1.687, -7.597, 7.067], [5.465, 1.961, 0.005], [0.353, -8.833, 6.005], [1.706, 0.281, -2.041], [1.286, -6.880, -0.972], [2.281, -6.739, 1.317], [4.409, -4.838, -0.573], [5.792, -4.727, -0.617], [5.951, 2.892, 0.298], [-1.150, -0.830, -6.179], [3.377, -1.387, 0.472], [1.559, -7.525, 1.132], [3.951, -0.183, 0.412], [1.547, -0.496, -4.194], [0.951, -7.596, -0.234], [-1.110, -6.367, 6.931], [6.396, -5.579, -0.903], [2.437, 3.376, 0.128], [-0.563, -3.639, -0.166], [-1.048, -7.065, 5.316], [1.666, -6.338, 7.871], [6.100, -1.474, 0.287], [0.255, -2.018, -1.646], [0.610, -0.399, -0.219], [0.294, -8.026, 6.734], [5.282, 2.506, -2.087], [-0.378, 0.249, -3.063], [2.207, -8.340, 7.530], [-0.177, -3.618, 2.233], [5.888, 1.148, 0.590], [2.028, -4.596, 6.609], [-0.036, -1.866, 3.453], [0.503, -4.548, 7.493], [0.823, -0.805, -5.315]],
  "e_above_lowest_kj_mol": 184.0,
  "homo_energy_ev": [-8.834, -8.801],
  "gap_ha": [0.2044, 0.2031],
  "total_charge": 1,
  "e_tot_ha": -3009.21312,
  "spin_multiplicity": 2
}

No. 2
{
  "formula": "C34H37N5O3STa",
  "method": "ωB97M-V/def2-TZVPD",
  "elements": ["H", "H", "H", "Ta", "C", "H", "C", "C", "H", "H", "C", "C", "C", "C", "C", "H", "H", "H", "C", "H", "H", "H", "H", "H", "C", "C", "C", "C", "H", "H", "C", "H", "H", "H", "C", "N", "N", "C", "H", "H", "H", "C", "C", "C", "C", "C", "C", "H", "C", "H", "C", "H", "H", "H", "C", "C", "C", "H", "O", "C", "O", "H", "H", "H", "C", "H", "C", "S", "N", "H", "H", "C", "H", "C", "C", "H", "N", "H", "O", "N", "C"],
  "xyz": [[-3.595, 3.252, 3.685], [-1.338, 4.079, -3.805], [5.149, 0.122, 4.195], [0.198, 0.241, -0.318], [-3.226, -2.261, -3.767], [5.401, -0.557, -0.884], [-5.827, 2.053, 2.915], [5.344, 0.319, 1.099], [5.108, -1.496, 4.884], [6.574, -1.250, 0.245], [-4.365, 0.973, 1.259], [6.079, -0.329, -0.062], [-3.438, 2.570, 2.857], [-6.897, 1.367, 2.417], [4.869, -1.480, 2.760], [2.238, 5.205, -4.028], [1.444, -0.864, -3.893], [-5.944, 2.742, 3.741], [-6.712, 0.476, 1.345], [2.000, -3.128, 3.933], [-5.361, -0.420, -0.044], [2.045, 4.897, -2.301], [0.098, -2.682, -4.278], [4.387, -2.449, 2.676], [-5.473, 0.276, 0.774], [0.806, 3.672, -3.628], [-3.201, -1.429, -2.659], [-0.808, -1.486, -2.725], [-1.315, 2.982, 2.751], [1.000, 3.777, -5.753], [-3.027, 0.823, 0.709], [2.972, 3.767, -3.315], [0.007, 2.415, -5.234], [1.819, -2.298, -2.880], [0.975, -3.380, 3.702], [0.477, 1.786, -1.841], [2.310, -1.535, 1.996], [-0.992, -3.091, 2.301], [-7.883, 1.500, 2.840], [5.926, -1.604, 2.534], [-0.266, 5.402, -4.274], [2.104, 4.424, -3.280], [-1.031, -4.613, 4.155], [1.077, -1.822, 1.817], [-1.972, 1.558, 1.305], [-4.540, 1.870, 2.348], [-2.150, 2.428, 2.348], [3.605, -0.735, 4.350], [4.664, -0.852, 4.126], [-1.565, -5.336, 4.756], [1.607, -1.233, -2.884], [6.843, 0.354, -0.428], [-2.068, -3.363, -5.197], [-4.175, -2.563, -4.186], [-1.977, -1.048, -2.131], [0.903, 2.991, -5.005], [-2.043, -2.709, -4.337], [-0.518, 5.055, -2.563], [0.361, -1.219, 0.812], [-0.811, -2.322, -3.821], [0.379, -1.003, -2.110], [-7.565, -0.066, 0.958], [-2.691, -4.274, 2.835], [1.781, 2.350, -5.074], [0.625, 2.617, -2.625], [-4.114, -1.074, -2.207], [0.337, -2.770, 2.612], [2.617, 0.438, -0.024], [4.337, -0.599, 1.680], [-1.484, -2.633, 1.454], [2.400, -0.688, -2.391], [3.088, -0.662, 1.316], [4.855, 1.246, 0.812], [0.286, -4.297, 4.470], [-1.669, -4.013, 3.073], [0.770, -4.772, 5.312], [-1.802, -0.221, -0.979], [6.025, 0.553, 1.916], [-0.727, 1.394, 0.777], [-2.907, 0.047, -0.366], [-0.418, 4.603, -3.549]],
  "e_above_lowest_kj_mol": 0.0,
  "homo_energy_ev": -15.813,
  "gap_ha": 0.2013,
  "total_charge": 3,
  "e_tot_ha": -2271.72748
}

No. 3
{
  "formula": "C34H38As2BrN7O4V",
  "method": "ωB97M-V/def2-TZVPD",
  "elements": ["C", "N", "H", "C", "C", "C", "C", "H", "C", "H", "H", "H", "C", "C", "H", "H", "H", "C", "O", "C", "As", "H", "H", "H", "C", "C", "C", "C", "V", "H", "C", "Br", "H", "C", "C", "H", "H", "C", "H", "C", "C", "C", "C", "C", "N", "H", "N", "As", "H", "C", "H", "C", "C", "O", "H", "N", "H", "H", "H", "O", "H", "C", "C", "C", "H", "H", "H", "H", "H", "N", "H", "H", "O", "C", "H", "C", "H", "C", "H", "N", "H", "N", "H", "C", "H", "H", "C"],
  "xyz": [[2.191, -3.072, -0.814], [-1.272, -1.867, -1.029], [-0.461, -1.757, -5.073], [1.761, -5.348, -0.132], [-3.195, -2.864, -0.140], [-2.894, 0.677, -3.209], [2.275, -4.088, 0.133], [1.618, 1.644, 6.422], [1.325, 4.944, 3.650], [-4.771, 0.059, -2.387], [-1.163, -2.031, -3.465], [-4.788, 1.078, -6.545], [0.017, 2.202, 1.372], [0.068, 3.329, 2.372], [-1.983, 5.081, 4.418], [-0.579, 1.391, 1.816], [1.461, -0.605, 5.460], [0.150, 5.365, 4.261], [-2.321, 3.181, 2.766], [-0.757, 2.554, -2.091], [2.866, -1.296, -0.380], [0.175, 6.157, 4.998], [5.062, -0.339, -1.150], [-1.439, 3.394, -2.211], [-1.061, 4.774, 3.941], [1.161, -5.604, -1.354], [-4.938, 0.556, -4.468], [-4.259, 0.969, -5.607], [0.868, 0.452, -0.504], [2.270, 5.404, 3.908], [1.066, -4.592, -2.297], [1.771, 2.123, -3.302], [4.537, -2.411, 1.183], [-2.485, -0.651, 0.671], [-2.901, 1.235, -5.547], [2.397, -2.099, -5.672], [4.323, -0.683, 1.551], [-1.435, 0.980, 5.514], [-2.276, 2.445, 2.134], [-1.200, -0.225, 4.625], [-0.368, -2.323, -4.145], [4.432, -1.139, -1.538], [0.839, 1.443, 5.688], [-1.106, 3.750, 3.000], [-0.414, 2.117, -0.945], [2.147, -3.715, -4.974], [0.094, -0.060, 3.949], [1.367, -1.879, -3.360], [2.737, -3.903, 1.094], [-0.137, 1.953, -3.285], [3.514, -2.715, -4.443], [-4.252, 0.405, -3.272], [1.274, 3.927, 2.709], [-0.349, 1.167, 6.408], [-1.984, -0.313, 3.874], [-3.965, -3.716, -0.090], [2.167, 3.562, 2.216], [-0.460, -3.384, -4.373], [0.754, -6.584, -1.569], [1.222, 1.714, 0.959], [2.089, 0.494, 4.206], [-0.759, 1.382, -4.309], [1.559, -3.318, -2.039], [0.329, -0.719, 2.828], [-2.354, 0.521, -2.283], [0.699, 2.330, 5.057], [-1.183, -1.137, 5.234], [-2.327, 0.831, 6.119], [-1.565, 1.877, 4.902], [-2.671, 0.260, 1.348], [-0.956, 3.693, 0.158], [-2.370, 1.549, -6.438], [-0.425, -0.905, -1.064], [-2.254, -1.786, -0.171], [4.124, -0.885, -2.549], [2.473, -2.697, -4.764], [4.993, -2.072, -1.543], [3.809, -1.608, 1.291], [3.094, -1.846, 2.075], [0.557, -1.289, 1.847], [1.828, -6.126, 0.618], [-0.802, 2.692, 0.207], [-5.997, 0.340, -4.517], [-2.207, 1.109, -4.344], [-0.177, 1.086, -5.175], [0.578, -4.802, -3.242], [1.224, 0.256, 4.825]],
  "e_above_lowest_kj_mol": 83.7,
  "homo_energy_ev": [-7.468, -8.505],
  "gap_ha": [0.2726, 0.3042],
  "e_tot_ha": -9992.10237,
  "spin_multiplicity": 4
}